1.
# C27H33F4IrN6O2S

A molecular structure, C27H33F4IrN6O2S in a non-equilibrium geometry (wB97M-V/def2-TZVPD, the Open Molecules 2025 dataset).

Energy above the lowest of the compared OMol25 structures with the same formula, charge and spin: 75.3 kcal/mol
Expectation value of S²: 0.82
Spin multiplicity: 2
Electronic energy: -2429.30740 Ha
LUMO (alpha / beta): -3.5142 / -4.5045 eV
Frontier orbital gap (alpha / beta): 6.51 / 5.62 eV
Charge: +1

XYZ file:
```
74
C27H33F4IrN6O2S | the Open Molecules 2025 dataset | wB97M-V/def2-TZVPD
Ir 1.0650 0.7638 1.0489
C -1.6444 -0.6297 4.2253
C -1.2234 0.0236 2.9389
O -0.0163 0.3931 2.8437
C -2.1845 0.1930 1.9435
C -1.9862 0.8549 0.7536
C -3.1065 0.9904 -0.2374
N -0.8130 1.4181 0.4353
N -0.8298 2.2122 -0.6527
C 0.3453 2.6054 -0.9932
O 1.4041 2.2338 -0.3345
C 0.4855 3.4646 -2.1920
C 1.7596 3.7888 -2.6486
C 1.9142 4.5444 -3.8014
C 0.7974 4.9797 -4.4987
C -0.4761 4.6712 -4.0371
C -0.6346 3.9144 -2.8882
H -0.7687 -0.8749 4.8222
H -2.2236 -1.5312 4.0244
H -2.2707 0.0584 4.7967
H -3.1727 -0.1917 2.1479
H -3.9957 0.4514 0.0853
H -2.7769 0.6481 -1.2217
H -3.3600 2.0435 -0.3602
H 2.6221 3.4389 -2.0966
H 2.9055 4.8023 -4.1514
H 0.9200 5.5738 -5.3955
H -1.3453 5.0304 -4.5726
H -1.6188 3.6632 -2.5189
C 2.8687 2.5806 2.9921
C 3.4269 1.1701 2.8586
N 3.2334 0.5322 1.5182
C 4.1069 1.1846 0.5052
C 3.8862 0.6965 -0.9225
C 3.4978 -0.9086 1.6153
C 2.2598 -1.6322 2.0506
N 1.2341 -1.3938 1.0333
C -0.1810 -2.5943 -0.9868
C -0.2018 -1.5019 -1.8434
F 0.4249 -0.3676 -1.5381
C -0.8928 -1.5567 -3.0436
F -0.9229 -0.4647 -3.8058
C -1.5718 -2.6881 -3.4350
C -1.5170 -3.7942 -2.6106
F -2.1674 -4.9092 -2.9451
C -0.8235 -3.7522 -1.4232
F -0.7644 -4.8480 -0.6562
H 2.9304 2.8917 4.0345
H 1.8226 2.6141 2.6939
H 3.4195 3.3038 2.3917
H 2.9272 0.5386 3.5927
H 4.4980 1.1771 3.0864
H 5.1527 1.0443 0.7974
H 3.8828 2.2485 0.5388
H 4.3471 -0.2737 -1.1107
H 4.3225 1.4088 -1.6217
H 2.8230 0.6246 -1.1364
H 4.3140 -1.1198 2.3127
H 3.7810 -1.2836 0.6345
H 1.9065 -1.2559 3.0152
H 2.4908 -2.6942 2.1705
H -2.1257 -2.7152 -4.3633
S 0.4032 -2.7159 0.6744
C -2.4353 -2.9290 0.9350
N -3.3634 -2.3385 0.1818
C -4.5831 -3.1406 -0.0433
C -4.2523 -4.4334 0.7174
N -2.9191 -4.1233 1.2710
H -3.2570 -1.4195 -0.2013
H -4.7466 -3.3089 -1.1069
H -5.4573 -2.6336 0.3633
H -4.2091 -5.3026 0.0623
H -4.9590 -4.6386 1.5191
H -2.3809 -4.8120 1.7633
```

Atom charges from the Mulliken analysis, given in e for atoms 1 to 5:
1 Ir 2.11
2 C -1.57
3 C 0.73
4 O -0.81
5 C -0.56

2.
# C27H33F5N2O6S

A single C27H33F5N2O6S molecule in a non-equilibrium geometry (wB97M-V/def2-TZVPD, the Open Molecules 2025 dataset).

Spin multiplicity: 1
Electronic energy: -2507.04496 Ha
LUMO: 0.3683 eV
SMILES: CCN[C@]1(C[C@@H](C)O)OC(=O)[C@@H](S(=O)(=O)C(F)(F)C(F)(F)F)[C@]1(CCCCn1cccc1)CC(=O)c1ccccc1
Frontier orbital gap: 8.41 eV

XYZ file:
```
74
C27H33F5N2O6S | the Open Molecules 2025 dataset | wB97M-V/def2-TZVPD
C 4.3440 0.4895 1.0854
C 3.0042 -0.1963 1.3651
N 2.5823 -0.9217 0.1760
C 1.2835 -1.5246 0.2394
C 0.8396 -1.8828 1.6649
C 1.7223 -2.9494 2.3793
C 0.9837 -4.2935 2.4112
O 2.9910 -3.1465 1.7908
O 1.2110 -2.8255 -0.4067
C 0.0082 -3.0418 -0.9348
O -0.2974 -4.0544 -1.4347
C -0.8668 -1.7440 -0.8386
S -2.3699 -1.9616 0.1570
O -3.3888 -1.1337 -0.4323
O -2.6934 -3.3566 0.1191
C -2.3767 -1.5254 1.9625
F -1.5597 -0.5552 2.3785
F -2.0858 -2.6366 2.6531
C -3.8303 -1.1117 2.3902
F -4.1052 0.1165 2.0074
F -4.7354 -1.9795 1.9922
F -3.8152 -1.1230 3.7343
C 0.2505 -0.7122 -0.6460
C -0.0051 0.6379 0.0331
C -1.3671 1.3331 -0.1706
C -1.8381 1.4587 -1.6203
C -3.3450 1.7127 -1.8145
N -4.0310 2.3485 -0.7058
C -3.6904 3.4697 0.0119
C -4.6935 3.6905 0.9249
C -5.6759 2.6858 0.7712
C -5.2238 1.8779 -0.2488
C 0.9053 -0.6368 -2.0731
C 1.1885 0.7265 -2.6817
O 0.4661 1.1691 -3.5369
C 2.4161 1.5249 -2.3525
C 2.3069 2.8740 -2.0265
C 3.4770 3.6029 -1.8172
C 4.7212 2.9896 -1.9488
C 4.8273 1.6347 -2.2507
C 3.6607 0.8993 -2.4474
H 4.2351 1.3257 0.4088
H 4.7664 0.8037 2.0370
H 5.0265 -0.2647 0.6950
H 3.1836 -0.8383 2.2297
H 2.3087 0.5893 1.6408
H 3.2945 -1.5833 -0.0962
H -0.1309 -2.3617 1.5691
H 0.6755 -1.0261 2.3054
H 1.8082 -2.6470 3.4217
H 0.8600 -4.6257 1.3798
H 1.6017 -5.0325 2.9148
H -0.0050 -4.2007 2.8481
H 2.9908 -3.9959 1.3421
H -1.3486 -1.7081 -1.8105
H 0.1363 0.5676 1.1049
H 0.7418 1.3655 -0.2752
H -1.2251 2.3425 0.2078
H -2.1612 0.9103 0.4380
H -1.5633 0.5900 -2.2101
H -1.2985 2.2860 -2.0760
H -3.8325 0.7885 -2.0906
H -3.4522 2.3633 -2.6840
H -2.7878 4.0170 -0.1769
H -4.7387 4.5077 1.6239
H -6.5795 2.5786 1.3373
H -5.7193 1.0055 -0.6320
H 1.8503 -1.1701 -2.1156
H 0.2901 -1.1251 -2.8243
H 1.3437 3.3534 -1.9494
H 3.4267 4.6533 -1.5750
H 5.6074 3.5919 -1.8106
H 5.7913 1.1600 -2.3421
H 3.7093 -0.1494 -2.6953
```

Atom charges from the Mulliken analysis, given in e for atoms 1 to 5:
1 C -1.47
2 C 0.04
3 N 0.85
4 C -1.74
5 C -1.06

3.
# C27H33F6FeO27

A molecular structure, C27H33F6FeO27 in a non-equilibrium geometry (wB97M-V/def2-TZVPD, the Open Molecules 2025 dataset).

Expectation value of S²: 8.76
Spin multiplicity: 6
Electronic energy: -4943.25824 Ha
LUMO (alpha / beta): -0.0309 / -1.6373 eV
Frontier orbital gap (alpha / beta): 10.72 / 9.21 eV

XYZ file:
```
94
C27H33F6FeO27 | the Open Molecules 2025 dataset | wB97M-V/def2-TZVPD
Fe 14.2112 5.0070 -11.8341
C 16.2909 5.4384 -15.1462
C 15.4830 5.2790 -13.9058
O 14.7310 6.1916 -13.4579
O 15.5720 4.2419 -13.1732
H 16.5166 6.4805 -15.3463
H 15.7932 4.9390 -15.9785
H 17.2241 4.8847 -15.0266
C 11.0673 7.4022 -11.1480
C 12.2142 6.4907 -11.3743
O 12.1530 5.4595 -12.1159
O 13.3504 6.6443 -10.8284
H 11.2699 8.0694 -10.3096
H 10.1858 6.8658 -10.7852
H 10.8328 7.9071 -12.0794
C 14.5953 1.7580 -9.6050
C 14.1733 2.9814 -10.3234
O 13.6353 2.9444 -11.4667
O 14.4360 4.1663 -9.9244
H 14.2781 0.8717 -10.1457
H 14.0481 1.6950 -8.6535
H 15.6407 1.7774 -9.3136
C 8.7618 11.8135 -12.2270
C 8.0279 10.5938 -12.7657
O 7.6983 11.0020 -14.0691
C 8.5985 11.9578 -14.4637
O 8.7021 12.3516 -15.5724
O 9.3500 12.3474 -13.4143
F 6.8879 10.3850 -12.0470
H 9.4289 11.5740 -11.4066
H 8.0191 12.5552 -11.9270
H 8.5946 9.6643 -12.8062
C 15.0584 9.1108 -9.9376
C 13.8007 9.9247 -10.1938
O 14.2818 11.0186 -10.9612
C 15.4951 10.6888 -11.4728
O 16.1785 11.3938 -12.1357
O 15.7697 9.4032 -11.1691
F 13.3011 10.4256 -9.0332
H 15.0213 8.0335 -9.8752
H 15.6108 9.5331 -9.0938
H 13.0234 9.3763 -10.7157
C 13.3862 9.8860 -15.9891
C 14.4241 9.1560 -15.1185
O 13.7307 8.9302 -13.9186
C 12.6340 9.7169 -13.8577
O 11.9640 9.8951 -12.8942
O 12.4198 10.3234 -15.0417
F 15.4698 9.9944 -14.8666
H 13.0000 9.2037 -16.7446
H 13.8349 10.7818 -16.4092
H 14.7645 8.1954 -15.4895
C 9.4357 3.7983 -12.8708
C 9.4253 4.0874 -14.3739
O 10.0381 2.9676 -14.9450
C 10.0321 1.9437 -14.0399
O 10.3004 0.8234 -14.2988
O 9.6676 2.3936 -12.8228
F 10.1061 5.2291 -14.6762
H 8.4794 4.0863 -12.4407
H 10.2560 4.3275 -12.3837
H 8.4250 4.2173 -14.7926
C 10.1393 5.0577 -8.8950
C 9.7457 4.5520 -7.5137
O 8.4409 4.0737 -7.7002
C 7.9542 4.4657 -8.9099
O 6.8703 4.2560 -9.3250
O 8.8916 5.1996 -9.5622
F 9.7276 5.5801 -6.6175
H 10.7281 4.2718 -9.3865
H 10.7166 5.9738 -8.9402
H 10.3800 3.7567 -7.1335
C 15.0594 5.8110 -7.1473
C 13.8846 4.8468 -7.0250
O 12.7653 5.6452 -7.2596
C 13.1366 6.8903 -7.6800
O 12.3862 7.7703 -7.9230
O 14.4732 6.9390 -7.7762
F 13.8147 4.2418 -5.8022
H 15.8684 5.3689 -7.7213
H 15.4328 6.1237 -6.1688
H 13.9012 4.0407 -7.7567
C 18.7780 5.4966 -8.8375
O 17.4910 5.4103 -9.4346
C 17.1638 6.0621 -10.5391
O 16.0250 6.0743 -10.9432
O 18.1975 6.6464 -11.1159
C 18.0363 7.5583 -12.2048
H 19.3056 4.5582 -9.0000
H 18.6874 5.6730 -7.7659
H 19.3886 6.3132 -9.2148
H 18.8493 7.4073 -12.9066
H 18.0325 8.5625 -11.7895
H 17.0886 7.4550 -12.7350
```

Atom charges from the Mulliken analysis, given in e for atoms 1 to 5:
1 Fe -0.30
2 C -1.53
3 C 1.26
4 O -0.30
5 O -0.56